Molecular formula: C13H19BrCl2CrN5O4
Method: DFT, the ωB97M-V functional and the def2-TZVPD basis

Geometry as XYZ:
```
45
Properties=species:S:1:pos:R:3:forces:R:3
Cr 0.217092 0.750992 -0.519286 -1.2 -0.2 -2.2
C -2.257128 0.730349 1.088747 0.0 0.5 0.5
C -1.291049 1.545941 1.940263 -0.5 -0.2 0.1
N -0.292119 2.164060 1.057877 0.3 -0.1 -0.2
C 0.964629 2.413764 1.758929 0.2 0.2 0.2
C 1.687487 1.104259 1.918517 -0.1 0.1 -0.1
C 2.586187 0.879187 2.940797 0.2 -0.2 0.0
C 3.325948 -0.297000 2.948971 -0.3 0.0 -0.5
C 3.127072 -1.202347 1.913738 0.1 0.2 0.3
C 2.196030 -0.917787 0.933804 -0.3 0.0 -0.4
C 1.993403 -1.778380 -0.281918 0.2 -0.2 0.1
N 0.676284 -1.514226 -0.840007 0.2 0.6 0.1
C -0.412305 -2.269070 -0.212503 -0.4 -0.3 0.3
C -1.097241 -1.447809 0.882872 0.2 -0.5 0.2
N -1.466520 -0.177522 0.276887 -0.5 -0.2 -0.3
N 1.453098 0.205456 0.939651 1.5 0.1 1.6
H -2.799414 1.399326 0.414110 0.0 -0.1 0.0
H -2.977063 0.200249 1.723777 0.0 0.1 -0.1
H -0.759340 0.875550 2.621799 -0.1 0.1 0.0
H -1.819649 2.296043 2.539847 0.1 -0.1 0.0
H -0.664467 3.040562 0.692913 0.2 -0.3 -0.3
H 0.803342 2.898075 2.731916 0.1 -0.1 -0.1
H 1.587083 3.069106 1.134243 -0.1 -0.2 0.1
H 2.720180 1.620760 3.711754 0.0 0.1 0.0
H 4.054424 -0.487826 3.719327 0.1 -0.1 0.1
H 3.698956 -2.115370 1.858244 0.0 -0.1 0.0
H 2.150048 -2.843214 -0.046990 0.0 0.2 0.0
H 2.749855 -1.475523 -1.016677 -0.1 0.0 0.1
H 0.667772 -1.693029 -1.841315 -0.1 0.4 0.0
H -0.044869 -3.220214 0.194721 -0.1 0.1 0.0
H -1.166825 -2.468338 -0.976320 0.2 -0.1 0.0
H -0.418244 -1.268486 1.721833 -0.1 -0.1 0.0
H -1.969742 -1.998409 1.261750 0.1 0.1 -0.1
H -1.977770 -0.393171 -0.583985 0.1 0.1 -0.3
Cl -3.932962 -0.521940 -3.648305 -0.3 0.1 -0.1
C -2.418689 -1.092288 -4.355796 0.4 0.4 0.1
Cl -2.383842 -2.863190 -4.332029 0.0 -0.4 -0.1
C -1.178632 -0.595954 -3.526136 -0.9 -0.3 -0.5
O -0.198251 -0.242856 -4.149356 0.6 0.1 -0.5
O -1.335315 -0.666012 -2.288365 -0.1 -0.4 0.7
H -2.370455 -0.765000 -5.394743 0.0 -0.1 0.3
O -1.828328 3.113657 -3.054623 -0.1 -1.5 1.8
N -0.866010 2.482449 -2.671653 2.2 2.3 -3.8
O -0.904829 1.754532 -1.646901 -2.1 -0.3 2.9
Br 2.172168 1.770644 -1.540377 0.2 -0.2 0.1
```
Forces are in eV/Å.

Output
* ⟨S²⟩: 0.866
* Kohn-Sham gap (alpha / beta): 6.717 / 6.773 eV
* total energy: -5620.35375 Eh
* LUMO (alpha / beta): -1.05 / -1.10 eV
* multiplicity: 2

Taken from the Mulliken analysis, the atomic charges in e are: 0.203, -0.929, -0.745, 0.068, -1.143, 0.720, -1.157, -0.522, -0.975, 0.928, -1.607, 0.277, -0.898, -0.727, 0.427, 0.835, 0.346, 0.455, 0.350, 0.461, 0.293, 0.427, 0.393, 0.509, 0.437, 0.514, 0.438, 0.441, 0.217, 0.492, 0.378, 0.272, 0.596, 0.394, -0.198, -0.015, -0.213, 0.225, -0.630, -0.772, 0.380, -0.410, 0.295, -0.365, -0.464

***

Molecular formula: C13H19BrF2N2O7PS
Method: DFT, the ωB97M-V functional and the def2-TZVPD basis

Geometry as XYZ:
```
46
Properties=species:S:1:pos:R:3:forces:R:3
C 4.813567 -2.476899 0.067848 -0.2 0.0 0.1
C 3.455624 -2.604938 -0.755461 0.6 -1.8 0.4
O 2.833283 -1.298218 -1.025534 -3.1 0.2 0.7
C 1.455361 -1.343909 -0.879435 -1.4 -0.5 -0.8
C 0.777897 -0.651655 0.270424 0.5 0.2 -0.5
S 1.925042 0.255652 1.446599 0.7 0.8 5.5
O 1.158461 0.806764 2.601432 1.4 -1.2 -4.2
O 3.054989 -0.597978 1.892925 -2.6 2.1 -2.7
F 2.421715 1.593162 0.558090 -0.8 -2.8 1.0
N -0.550774 -0.560479 0.627923 4.0 -0.9 -2.6
N -1.291344 -1.182893 -0.270902 -1.5 -1.8 -2.8
P -3.068688 -1.063444 0.119080 -1.5 1.5 2.9
C -3.835852 -2.719085 0.517645 -0.9 -0.9 0.3
C -4.266330 -2.708293 2.083671 0.0 0.1 -0.5
C -4.005654 -0.003048 -1.100757 -0.4 0.7 -1.9
C -5.419260 -0.586006 -1.593721 0.4 0.8 0.8
C -0.921590 -1.858548 -1.429512 2.5 -0.6 -1.0
Br -2.287647 -2.646075 -2.618947 1.6 0.9 1.4
C 0.517044 -2.042850 -1.860766 -0.2 2.0 2.5
O 0.942537 -2.714231 -3.001441 -0.9 1.7 1.7
H 5.373459 -1.502719 -0.154827 -0.9 -1.5 0.2
H 5.479035 -3.372527 -0.174331 -0.9 1.3 0.1
H 4.590319 -2.526508 1.182993 0.3 0.3 -1.5
H 3.587149 -3.120995 -1.764779 -0.1 0.7 1.4
H 2.699820 -3.201705 -0.134044 1.2 0.7 -0.9
H -4.814988 -2.821968 -0.057716 1.4 0.1 0.4
H -3.203216 -3.637666 0.309096 -0.6 1.2 0.1
H -4.421058 -3.783310 2.404362 0.2 1.3 -0.3
H -3.503605 -2.189286 2.740065 -0.8 -0.8 -0.8
H -5.250008 -2.154873 2.201404 1.2 -0.6 -0.2
H -4.239374 0.994587 -0.585708 0.6 -1.6 -0.4
H -3.363141 0.286621 -2.009275 -0.8 -0.6 1.2
H -5.894851 0.231307 -2.238002 0.6 -1.4 0.7
H -6.067788 -0.675252 -0.652201 0.7 -0.2 -1.5
H -5.304205 -1.571892 -2.135000 -0.3 1.2 0.6
H 1.157845 -2.048229 -3.700500 -0.1 -0.6 0.6
C 2.924945 4.688229 1.183516 0.6 -0.7 0.2
C 1.941966 5.297041 0.232729 -0.6 0.1 0.1
O 1.740116 6.589701 0.763573 0.6 -0.4 -0.2
C 2.905365 6.912047 1.395938 0.5 1.4 0.7
O 3.204032 8.015365 1.727886 -0.2 -0.8 -0.2
O 3.688801 5.814082 1.593617 -0.4 0.3 -0.3
F 0.760100 4.629356 0.257224 -0.1 -0.1 -0.2
H 2.443425 4.238371 2.056285 -0.2 0.1 -0.2
H 3.556630 3.938503 0.706108 0.1 0.2 0.1
H 2.300845 5.374686 -0.797572 -0.2 -0.1 0.0
```
Forces are in eV/Å.

Output
* Kohn-Sham gap: 6.290 eV
* total energy: -4655.76818 Eh
* LUMO: -5.56 eV
* total charge: +1

Taken from the Mulliken analysis, the atomic charges in e are: -1.003, -0.184, -0.380, 0.578, 0.014, 1.197, -0.547, -0.495, -0.199, -0.659, 0.568, -0.337, -0.373, -1.038, -0.438, -1.013, 0.310, 0.059, 0.131, -0.471, 0.263, 0.353, 0.240, 0.352, 0.318, 0.343, 0.388, 0.347, 0.333, 0.280, 0.408, 0.376, 0.355, 0.303, 0.241, 0.391, -0.215, 0.290, -0.305, 0.558, -0.480, -0.332, -0.287, 0.254, 0.193, 0.311

***

Molecular formula: C13H19BrReSi
Method: DFT, the ωB97M-V functional and the def2-TZVPD basis

Geometry as XYZ:
```
35
Properties=species:S:1:pos:R:3:forces:R:3
C -1.708507 -0.754872 -2.038812 -3.3 0.6 1.0
C -1.540091 -1.237501 -0.717212 -0.1 0.7 0.8
C -1.269184 -0.156225 0.196284 0.0 0.4 -1.1
H -1.542589 -2.252609 -0.439204 0.2 -1.0 0.2
C -1.382638 1.054093 -0.572660 0.3 0.1 -0.9
C -1.689203 0.703985 -1.979736 -1.6 -0.2 2.5
H -2.041319 1.421297 -2.707755 0.4 -0.2 0.2
H -1.951035 -1.366208 -2.889553 -0.3 0.1 0.3
H -1.001205 -0.191914 1.255177 -0.2 -0.2 -0.6
H -1.138796 2.039483 -0.201989 -0.4 0.0 -0.1
Re 0.194192 -0.165903 -1.516472 2.5 -1.0 0.3
Br 2.660591 0.045096 -0.380599 0.8 1.1 -0.5
C 1.859808 0.511851 -3.218374 0.2 -0.5 -1.0
C 0.738277 1.286087 -3.607529 -0.1 -0.9 -0.8
C -0.335595 0.384588 -3.906260 1.8 0.1 -2.6
H 0.780608 2.317937 -3.939702 -0.1 0.0 0.7
C 0.137678 -0.958923 -3.685681 0.7 0.1 -0.8
C 1.511542 -0.893234 -3.255867 0.9 0.6 -1.3
H 2.302783 -1.689425 -3.379876 -1.3 0.8 0.9
H 2.893279 0.873354 -3.143484 -0.8 -0.1 0.4
H -1.245127 0.647293 -4.464204 0.5 -0.2 0.7
H -0.382001 -1.864438 -4.071380 0.6 0.8 0.8
C 0.225336 -2.583312 1.914877 -0.4 -0.5 0.5
Si 1.558759 -1.326277 1.312272 -0.3 -0.9 0.4
C 1.501265 0.001873 2.631099 0.1 0.5 0.5
C 3.127633 -2.294303 1.619544 0.7 -0.1 0.7
H -0.675243 -2.105552 2.331558 0.1 0.0 -0.3
H 0.608144 -3.195104 2.751946 0.1 0.2 -0.1
H -0.099630 -3.323901 1.172396 0.1 0.3 0.0
H 1.896611 -0.320178 3.608219 -0.1 -0.2 -0.3
H 2.050643 0.918274 2.380177 -0.2 -0.3 -0.1
H 0.459737 0.273842 2.809851 -0.1 0.2 0.1
H 2.757496 -2.720879 2.578919 0.9 -0.4 -0.4
H 3.503707 -3.053943 0.906146 -0.7 0.2 0.4
H 4.018171 -1.664150 1.848686 -0.7 -0.2 -0.1
```
Forces are in eV/Å.

Output
* ⟨S²⟩: 3.772
* Kohn-Sham gap (alpha / beta): 4.994 / 6.734 eV
* total energy: -3448.32237 Eh
* LUMO (alpha / beta): 0.52 / -1.06 eV
* multiplicity: 4

Taken from the Mulliken analysis, the atomic charges in e are: -0.735, -0.586, -0.177, 0.451, -0.909, -0.426, 0.524, 0.660, 0.591, 0.389, 1.087, -0.422, -0.802, -0.494, -0.589, 0.474, -0.772, -0.330, 0.358, 0.555, 0.695, 0.455, -1.306, 0.634, -1.162, -1.085, 0.369, 0.433, 0.274, 0.337, 0.329, 0.339, 0.195, 0.318, 0.330

***

Molecular formula: C13H19N2
Method: DFT, the ωB97M-V functional and the def2-TZVPD basis

Geometry as XYZ:
```
34
Properties=species:S:1:pos:R:3:forces:R:3
C -4.791143 0.096748 0.468538 -0.3 0.6 0.6
C -3.981985 1.055287 1.057757 0.0 0.4 1.3
C -4.204078 -0.726071 -0.502327 -1.8 -1.0 -0.4
C -2.622512 1.082082 0.783981 -1.1 -1.2 -1.3
C -2.878629 -0.689624 -0.829408 1.3 -0.8 -1.3
C -2.025637 0.220194 -0.120545 0.0 -2.1 -1.1
C -0.589271 -0.039961 -0.230577 3.3 3.3 -0.2
C 0.353731 -0.941915 0.019527 -1.1 -1.1 -0.7
C 0.816886 1.397994 -0.913721 -2.8 -3.9 -1.0
C -0.054420 -2.448723 0.265460 -1.9 3.1 -4.4
C 2.698991 -1.397223 0.528956 1.4 -1.7 -1.3
C 3.250932 0.998064 -1.305993 -2.2 2.2 -1.8
C 2.398178 1.657250 0.869923 0.0 -1.1 1.6
N 1.718133 -0.689092 -0.276774 1.3 1.2 -0.4
N 2.054019 0.881299 -0.384846 -1.2 -0.2 1.3
H -5.842267 0.074708 0.834542 0.8 -0.4 -0.8
H -4.306861 1.738484 1.901523 0.0 -0.9 -1.4
H -4.805719 -1.485873 -1.034822 0.1 0.6 0.5
H -2.099148 1.817286 1.250356 1.9 1.8 1.4
H -2.549565 -1.454546 -1.698097 -0.3 2.1 2.3
H 0.761388 1.012251 -1.950793 -0.2 1.0 0.5
H 0.514301 2.381691 -0.677529 0.1 0.9 0.2
H 0.358875 -3.203101 -0.343913 1.6 -0.5 -0.7
H -1.079250 -2.482374 -0.188538 0.5 0.1 1.1
H -0.070139 -2.713157 1.219149 0.0 -1.1 4.2
H 2.558796 -1.185266 1.538351 -0.1 0.3 2.0
H 2.509583 -2.541003 0.416095 0.6 2.1 -0.1
H 3.798049 -1.124792 0.282903 -2.0 -0.7 0.1
H 3.709970 2.042210 -1.295430 -0.9 -1.4 0.1
H 3.891357 0.322701 -0.896082 2.2 -1.8 0.4
H 2.895122 0.748311 -2.343584 0.6 0.1 1.2
H 1.624314 1.761573 1.693035 0.5 -0.6 -1.5
H 3.286861 1.208133 1.315335 -0.1 -0.1 0.0
H 2.701149 2.626453 0.547545 -0.1 0.8 -0.3
```
Forces are in eV/Å.

Output
* Kohn-Sham gap: 8.851 eV
* total energy: -615.82336 Eh
* LUMO: -2.90 eV
* total charge: +1
* relative energy (zero: lowest compared OMol25 entry of this formula, charge and spin): 569.3 kJ/mol

Taken from the Mulliken analysis, the atomic charges in e are: -0.457, -0.461, -0.429, -0.379, -0.263, 0.212, 0.082, 0.645, -0.878, -1.626, -1.016, -0.646, -0.976, -0.008, 0.223, 0.351, 0.297, 0.331, 0.532, 0.289, 0.368, 0.376, 0.470, 0.339, 0.450, 0.433, 0.333, 0.286, 0.333, 0.356, 0.280, 0.289, 0.425, 0.440

***

Question: The highest total energy belongs to which entry?
Answer: C13H19N2

***

Question: Which formula does entry 2 have?
Answer: C13H19BrF2N2O7PS

***

Question: What is the total energy in the third record?
Answer: -3448.32237 Eh

***

Question: Number 1 is which compound?
Answer: C13H19BrCl2CrN5O4